Computed, not measured: a structure of composition C73H59N6O3P2S2Ta, with the ωB97M-V functional and the def2-TZVPD basis.

XYZ file:
```
146
C73H59N6O3P2S2Ta (the ωB97M-V functional and the def2-TZVPD basis)
C 1.9276 -4.0618 1.2566
C 1.4597 -5.1823 -2.7208
H 3.4633 -2.3761 3.7045
H 4.0707 2.6461 -0.3749
C -3.1482 3.2521 -1.1325
H 4.4756 2.1262 6.8845
H 2.7001 -1.0486 4.9590
H 4.4160 2.7825 3.1888
H -3.3990 -2.8440 3.4517
H 2.9286 0.3217 7.0063
C 0.1786 2.6420 -0.6922
C -5.3777 -0.4270 -3.6723
C 1.6463 -0.3942 3.2192
C 1.4283 2.0011 4.4553
H 2.8679 2.3376 1.3380
C -4.2930 4.6803 3.7194
C 5.3860 0.8725 3.0444
S -1.5905 -1.8323 1.6436
H 3.6107 4.0168 -4.3843
C 4.4574 1.8363 2.6670
H -1.0484 -2.9497 -6.4210
H 4.3855 -5.2095 1.7575
Ta -0.2640 -0.0426 0.6850
H 1.6724 0.4121 -3.1627
C -2.5910 2.6446 4.5616
H -3.7020 3.3499 -0.2129
N -2.5925 0.2240 3.0196
C -1.0962 2.9024 1.2159
C -1.9401 1.9816 -2.7680
C -0.2530 4.8448 0.0961
C 1.0578 -3.0656 0.8935
H 1.3524 3.0012 4.8594
H 0.7832 4.3791 -1.7484
C -5.9230 0.8956 1.9215
H -0.5121 -4.4848 -2.3077
H -1.4618 4.8950 1.8789
C 3.6174 2.5162 -1.3461
C 2.7798 -2.5954 2.9017
N -3.3859 -1.8455 3.5629
P 2.4012 0.1265 -0.3843
C 4.5340 -3.3110 -2.6487
H -1.2447 3.0552 -4.4795
N -1.7775 0.8923 2.1364
H -0.1507 5.9188 0.0215
C 2.7741 1.2550 6.4553
H -2.2018 5.2148 -3.7285
C 2.1849 -0.2266 4.4886
C -5.7854 -1.4099 1.2727
C 0.8667 1.7425 3.2311
H -5.4133 -0.6590 -6.6147
C -4.2066 0.1859 0.3799
C -2.8462 -2.1485 -5.5392
H -4.2525 -1.9201 -0.1116
H -4.7271 4.9555 5.7998
H 4.1061 -6.4643 -2.8196
C 3.9077 3.4437 -2.3418
C -0.9765 4.2785 1.1389
H -6.4000 1.6896 2.4795
H 4.6379 -1.5427 0.8045
H -3.4248 5.3256 -1.5883
C 3.9536 -5.5362 -3.3711
C 2.0903 0.9860 5.1416
C 0.2784 4.0076 -0.8682
C 2.5588 2.2084 -3.8954
H -6.0043 -2.1868 -6.0003
C 2.7951 1.4289 -1.6209
H 2.1654 2.0727 -4.8938
C -2.6190 -1.0541 2.8142
H -7.2621 -0.6260 2.6195
H -4.0794 -3.2901 -6.8485
C -3.3715 -0.5270 -2.2082
N 1.0427 -1.8287 1.4308
H -1.5449 1.0437 -3.1370
H 5.9163 -4.9438 -2.5700
O 4.7752 -4.2425 3.5598
H 3.3517 -5.6968 3.1088
C 3.5858 1.5746 1.6249
H -4.9605 5.4634 3.3891
C 2.2805 1.2747 -2.9141
H 1.8568 -5.0177 0.7547
C 2.2754 -2.5005 -1.9098
C -1.3610 -1.8330 -3.2081
H 4.7696 -0.2476 -1.3976
C -6.4029 -0.4017 2.0029
H 6.1698 -1.0840 2.6541
H 0.2861 -3.2986 0.1812
P -2.7660 0.4013 -0.7052
C -1.7709 3.1192 -3.5367
H 4.5697 4.2697 -2.1219
C -2.6983 -1.3060 -3.1907
C -3.8858 -2.2411 -6.6144
H -4.4983 2.2095 1.0778
H 0.2276 -2.6993 -4.3547
N -0.4100 2.0714 0.3763
C 5.4472 -0.3334 2.3645
C 3.8797 -4.8450 2.6608
C 2.8637 -3.8189 2.2603
H -3.1964 3.1665 6.5422
C -4.6950 -1.1217 0.4729
H -3.6603 4.2149 1.7417
C -2.7068 2.9332 3.2002
C 3.3741 3.2994 -3.6108
C -4.7178 -1.1305 -4.6450
C -3.5561 3.9670 2.7901
C -2.3044 4.3298 -3.1161
H 3.7803 -5.8197 -4.4102
C -4.8361 1.1880 1.1107
C 5.0997 -2.1141 -2.3252
H 6.1426 -1.8916 -2.5014
C 2.7655 -4.7840 -2.8453
H 0.5692 1.9784 -1.4465
H 2.1495 1.9164 7.0653
C 4.5824 -0.5861 1.3071
H -1.9472 1.8442 4.8956
C -5.1308 -1.5351 -6.0295
S -0.5306 -1.9265 -1.6954
C 1.8494 -1.6508 2.4915
N 0.9125 0.5528 2.5855
C -2.9884 4.3911 -1.9139
H 5.6178 -4.3440 -4.1843
H 6.0652 1.0706 3.8622
C 0.9053 -2.9168 -1.9966
C 0.5386 -4.2120 -2.3152
H -5.2066 0.4902 -1.7848
C -2.6426 2.0259 -1.5527
C -4.1604 4.3932 5.0712
C 3.1456 -3.4856 -2.4433
C -0.7998 -2.3625 -4.3675
H 1.1244 -6.1766 -2.9774
H -6.1678 -2.4207 1.3160
H 5.3706 -4.9060 3.9254
H -3.9930 -1.4223 4.2487
O 3.9938 1.8720 6.0873
C 2.9250 -1.3151 -1.4072
O -0.0087 -0.4499 -1.3406
C -1.9068 2.1919 2.2090
C 5.1376 -4.5564 -3.2285
H 0.4193 2.5776 2.7147
C -3.3015 3.3865 5.4892
C 3.6315 0.3595 0.9328
C -1.5218 -2.5224 -5.5495
H -6.3871 -0.0636 -3.7996
C -3.3965 -1.5389 -4.3935
H -3.5332 -1.7792 -7.5372
C -4.6806 -0.1288 -2.4983
C 4.2794 -1.1648 -1.6991
```

total charge	+4
orbital gap	5.833	eV
energy above the lowest of the compared OMol25 structures with the same formula, charge and spin	0.000	eV
E_HOMO	-16.585	eV
LUMO level	-10.751	eV
energy	-133511.442	eV

Results of the Mulliken charge analysis, in e, for atoms 1 through 99: C -1.4222; C -1.5516; H 0.5969; H 0.6401; C -0.5060; H 0.3374; H 0.5977; H 0.4837; H 0.2312; H 0.4283; C 0.3806; C -1.3060; C 0.1198; C -1.3327; H 0.4372; C -1.2361; C -1.1566; S -0.7512; H 0.4519; C -0.9334; H 0.5620; H 0.3651; Ta 2.0870; H 0.1954; C -0.7312; H 0.5930; N -1.7026; C -0.7596; C -0.9143; C -1.8596; C -0.4900; H 0.7233; H 0.7236; C -0.8984; H 0.6758; H 0.9340; C -0.3873; C -0.9919; N -0.1985; P 2.8180; C 0.1286; H 0.5421; N 1.3619; H 0.5584; C -1.3018; H 0.4764; C -0.7804; C -0.8744; C 0.1129; H 0.3209; C 0.0035; C 0.0325; H 0.3984; H 0.4814; H 0.3499; C -0.8871; C -0.2118; H 0.5193; H 0.5753; H 0.5503; C -0.7816; C 0.1923; C -1.3261; C -0.6427; H 0.3526; C 0.6348; H 0.5686; C 0.3702; H 0.4599; H 0.3303; C -0.4777; N 0.6901; H 0.0855; H 0.3190; O -0.4874; H 0.4132; C -0.8335; H 0.5235; C -0.1073; H 0.6795; C -0.8870; C 0.1594; H 0.4588; C -0.9059; H 0.5349; H 0.9187; P 2.2710; C -0.7646; H 0.5547; C -1.2306; C -0.7192; H 0.2299; H 0.6041; N 1.2445; C -0.8868; C -0.6080; C -0.3532; H 0.4900; C -0.3346